Entry 1:
This record from the OMol25 dataset describes a molecular structure, C5H7IrO3. The level of theory is ωB97M-V/def2-TZVPD.

LUMO energy (alpha / beta) ... -14.74 / -18.31 eV
Net charge ... +3
Kohn-Sham gap (alpha / beta) ... 7.408 / 4.986 eV
M ... 307.3 g mol⁻¹
ΔE to the lowest compared entry with this formula, charge and spin ... 160.70 kcal per mole
Multiplicity ... 6
Highest occupied orbital energy (alpha / beta) ... -22.14 / -23.30 eV

Last column: Mulliken spin population.
Geometry (Å):
C (-0.43950, -0.98149, 1.69015)  0.97
Ir (-2.79231, 1.40720, -3.00029)  2.70
C (0.84577, -1.11774, 1.01189)  0.54
C (0.71213, 0.34360, -0.61436)  0.04
H (2.60714, -0.06628, 0.21579)  0.00
H (0.72261, -0.32310, -1.48270)  0.00
O (-0.25227, 1.20849, -0.53038)  -0.02
H (-0.95078, -1.86155, 2.08773)  0.05
H (1.50310, 0.97232, 1.26588)  0.02
H (-0.55080, -0.08703, 2.31260)  0.17
O (-2.11287, 2.12547, -1.34450)  0.15
H (1.59254, -1.77438, 1.47030)  0.04
C (-1.20793, 1.30038, -1.54024)  0.03
C (1.58525, 0.17448, 0.52155)  0.02
O (-1.16583, 0.52898, -2.51392)  0.14
H (-0.09627, -1.84935, 0.45047)  0.16



Entry 2:
This record from the OMol25 dataset describes 3 unconnected molecules or ions with the total composition C3H7N3. The level of theory is ωB97M-V/def2-TZVPD.

LUMO energy ... -0.45 eV
Kohn-Sham gap ... 7.748 eV
M ... 85.1 g mol⁻¹
ΔE to the lowest compared entry with this formula, charge and spin ... 180.81 kcal per mole
Multiplicity ... 1
Highest occupied orbital energy ... -8.20 eV

Last column: natural (NBO) charge in e.
Geometry (Å):
H (-0.35024, 1.71097, -0.48206)  0.23
N (-0.91049, -0.41816, -0.01702)  -0.62
H (-1.73444, -1.02244, -0.16536)  0.40
H (3.18663, -0.38390, 1.42129)  0.30
H (2.57726, -2.23120, -0.65543)  0.10
H (-3.35117, 0.71711, 0.46464)  0.20
H (-2.62579, 2.55570, -0.08830)  0.23
C (-2.48112, 1.47822, 0.08840)  -0.49
C (0.37228, -0.95817, -0.06682)  0.24
H (0.41557, -1.96782, -0.47873)  0.18
N (2.68170, -0.57048, -0.09008)  -0.44
C (-1.22745, 0.96749, -0.13845)  -0.01
N (1.35736, -0.19760, 0.20497)  -0.32



Entry 3:
This record from the OMol25 dataset describes a molecular structure, F6N3NaO12S6. The level of theory is ωB97M-V/def2-TZVPD.

LUMO energy ... 4.07 eV
Net charge ... -2
Kohn-Sham gap ... 9.088 eV
M ... 563.4 g mol⁻¹
ΔE to the lowest compared entry with this formula, charge and spin ... 46.28 kcal per mole
Multiplicity ... 1
Highest occupied orbital energy ... -5.01 eV

Last column: natural (NBO) charge in e.
Geometry (Å):
S (0.27515, -4.01684, -0.80548)  2.45
O (-3.26398, 1.47883, -1.80859)  -0.92
O (0.10224, -4.72955, 2.30328)  -0.91
N (-1.02515, -4.38249, -0.03496)  -1.09
O (-2.14263, 2.27356, 1.84554)  -0.91
S (-2.34662, 1.09715, 1.05743)  2.45
S (-2.07355, 1.93210, -1.14807)  2.42
O (-2.03608, 3.34649, -0.85590)  -0.88
N (-1.39758, 0.83823, -0.13570)  -1.20
O (1.08104, 3.54394, -1.24291)  -0.86
O (1.32775, -4.97107, -0.59475)  -0.92
O (1.29986, 2.80816, 1.56281)  -0.87
S (2.22366, 2.67460, -1.35355)  2.39
O (0.66937, -2.62028, -0.91978)  -0.97
F (1.67261, 1.70058, -2.56103)  -0.56
F (2.79031, 1.09563, 1.93799)  -0.52
S (2.51385, 2.35445, 0.96791)  2.37
F (-0.96489, 1.82723, -2.29933)  -0.51
F (-0.31605, -4.32696, -2.29448)  -0.51
O (3.72148, 3.12553, 1.14480)  -0.89
Na (0.64262, -0.17709, -0.42545)  0.95
F (-2.10451, -3.95277, 2.07174)  -0.52
F (-1.66855, 0.01926, 2.02245)  -0.51
O (3.43456, 3.16898, -1.98044)  -0.91
N (2.35170, 1.43759, -0.43260)  -1.14
O (-3.72314, 0.65575, 0.87840)  -0.91
S (-0.60915, -3.81779, 1.45261)  2.39
O (-0.43433, -2.38322, 1.64808)  -0.90



Entry 4:
This record from the OMol25 dataset describes 2 unconnected molecules or ions with the total composition C3H9NO2. The level of theory is ωB97M-V/def2-TZVPD.

LUMO energy ... 0.86 eV
Kohn-Sham gap ... 10.595 eV
M ... 91.1 g mol⁻¹
ΔE to the lowest compared entry with this formula, charge and spin ... 23.97 kcal per mole
Multiplicity ... 1
Highest occupied orbital energy ... -9.73 eV

Last column: natural (NBO) charge in e.
Geometry (Å):
H (-0.29491, 0.03039, -3.83390)  0.40
H (-1.17459, 0.08568, 0.17907)  0.24
H (0.49905, 1.32425, 2.07418)  0.19
C (1.40787, 0.84841, 2.41693)  -0.25
H (-1.03582, -1.57259, -0.51383)  0.23
N (-0.67552, -0.45261, -3.04055)  -0.83
H (-1.27696, -1.23956, -3.22152)  0.39
C (-0.56428, 0.12208, -1.81908)  0.67
O (0.93013, -0.40383, 2.96319)  -0.73
H (1.69535, -0.97876, 3.08824)  0.46
H (1.91242, 1.43968, 3.19264)  0.16
H (-2.39808, -0.43447, -0.91098)  0.22
O (0.10805, 1.10897, -1.59195)  -0.62
H (2.20556, 0.67267, 1.70600)  0.17
C (-1.33828, -0.55031, -0.68843)  -0.72



Entry 5:
This record from the OMol25 dataset describes C6H10O in the gas phase. The level of theory is ωB97M-V/def2-TZVPD.

LUMO energy ... 0.87 eV
Kohn-Sham gap ... 9.362 eV
M ... 98.1 g mol⁻¹
ΔE to the lowest compared entry with this formula, charge and spin ... 67.37 kcal per mole
Multiplicity ... 1
Highest occupied orbital energy ... -8.49 eV

Last column: natural (NBO) charge in e.
Geometry (Å):
H (0.08907, 1.19014, -1.75784)  0.23
H (0.93428, -1.48162, 0.73085)  0.22
C (-0.45664, 0.08677, 0.01752)  -0.04
H (-2.50416, 0.03090, 0.69200)  0.21
H (1.03224, 1.02773, 1.37296)  0.23
C (0.43758, 0.30373, -1.21376)  -0.56
O (2.50295, -0.58784, -0.82823)  -0.66
H (0.35238, -0.57670, -1.86962)  0.21
H (-2.29899, -0.46884, -0.99627)  0.21
C (0.02074, -0.95276, 0.98816)  -0.43
H (3.39908, -0.43911, -0.48783)  0.50
C (1.86988, 0.57136, -0.79463)  0.27
C (0.08030, 0.50676, 1.35906)  -0.43
H (-0.63224, 0.84606, 2.10638)  0.21
C (-1.94319, 0.23018, -0.22935)  -0.59
H (-0.72054, -1.56112, 1.49647)  0.21
H (-2.18855, 1.24915, -0.55277)  0.21



Entry 6:
This record from the OMol25 dataset describes 2 unconnected molecules or ions with the total composition C4H12N2S. The level of theory is ωB97M-V/def2-TZVPD.

LUMO energy ... 0.94 eV
Kohn-Sham gap ... 9.667 eV
M ... 120.2 g mol⁻¹
ΔE to the lowest compared entry with this formula, charge and spin ... 7.30 kcal per mole
Multiplicity ... 1
Highest occupied orbital energy ... -8.73 eV

Last column: natural (NBO) charge in e.
Geometry (Å):
H (1.72845, -0.29701, 2.83033)  0.15
H (-2.50922, 0.82980, -0.27727)  0.23
H (3.28029, 0.98578, 1.46521)  0.20
H (-1.64897, 2.68423, -1.85039)  0.21
H (-0.38106, 1.54162, -2.34537)  0.21
H (3.56332, -0.47066, 0.48409)  0.18
C (-1.06227, 1.81684, -1.54258)  -0.62
N (-0.11908, -0.90633, 2.07702)  -0.76
C (2.92158, 0.40301, 0.61714)  -0.41
H (3.02201, 1.03452, -0.26454)  0.21
H (-2.81532, 0.62126, -1.97857)  0.21
H (-0.49177, 2.08803, -0.65639)  0.21
C (1.06309, -0.41693, 1.97354)  0.29
N (1.52912, 0.07488, 0.79929)  -0.63
H (-1.30445, -1.31432, 0.03646)  0.18
H (0.88356, -0.06223, 0.02704)  0.41
C (-2.02207, 0.65706, -1.23450)  -0.51
H (-0.21230, -1.31454, 3.00593)  0.34
S (-1.13564, -0.93658, -1.23870)  -0.10